Formula: C56H58ClF3N3O4Ta
Source: the OMol25 dataset
Level of theory: wB97M-V/def2-TZVPD

Computed properties:
total charge: +2
frontier orbital gap: 0.2034 hartree

Atoms and positions in Å:
H -0.5944 -0.9409 4.7712
H -0.4728 3.7243 -1.8463
H 6.0312 1.4293 0.8539
H 0.5045 3.5507 -3.3281
H -6.9457 -0.8924 2.5545
C -1.9403 3.4937 1.7632
H -5.8529 1.8370 -4.3780
C -3.8123 0.9427 -1.8261
H -0.3408 -1.9187 -1.9362
H -4.4952 5.4710 -1.5838
C 3.4448 -4.6093 -0.4799
C -0.6042 -1.1370 -2.6318
H 5.1724 -1.3461 -1.5254
C -3.2878 4.6710 -0.0291
H 5.6787 -0.3022 0.7323
C -3.7748 -2.1128 0.7410
H 6.2522 2.8405 -1.2865
C -2.6724 3.5142 0.4874
C -0.7286 -3.0318 4.1223
C 6.1375 0.5469 0.2184
H 4.1351 3.0442 -1.8985
H 2.4409 -2.3515 -0.3738
H 3.9820 -5.5195 -0.7470
H -2.4824 -1.9861 3.3220
H -2.5823 5.4314 2.4546
C -3.8560 -0.8091 1.2142
C -3.5820 2.2121 -1.2516
H 0.1259 5.1518 -2.6867
H -3.3541 0.0645 -1.3908
H 2.2381 -6.8946 0.2454
H 4.1860 -3.8133 -0.3623
H 0.0111 1.3703 3.5639
H -0.0670 3.2646 5.1383
Ta -1.1948 0.7809 0.5629
C -1.9963 4.5466 2.6680
H -4.7918 -0.1560 -3.3553
C -6.0513 -1.2259 2.0439
N -2.7598 2.3508 -0.1535
C 0.0483 -1.6151 2.0958
H 0.5578 -4.4964 5.1172
H 1.1500 -6.2941 1.4935
H 2.2492 4.8279 0.4193
C 0.1377 -2.8347 2.8789
C 1.6838 -6.0174 0.5816
H 5.1939 -0.3565 -2.9963
C 2.1431 2.7035 -1.2491
C 1.8327 0.5181 -0.2348
C -0.6958 -1.4020 -3.9861
H 6.7040 -0.7336 -2.1552
C -0.4733 -4.3952 4.7679
H -0.9970 -2.0890 6.0497
C -1.1288 1.0698 -2.9528
H -4.7913 -4.0009 0.5701
C -4.8480 -2.9791 0.9287
C 3.6446 -5.2031 1.9340
H 5.9121 2.1001 -2.8674
C 1.6526 4.1254 -1.5603
H 2.7865 -4.3588 -1.3168
H -2.4700 -3.7401 3.0230
C -5.9833 -2.5347 1.5732
F -0.0763 -0.1021 -6.9582
C -4.6184 0.8216 -2.9226
C -4.9846 -0.3594 1.8666
H -1.2822 2.0446 -2.5142
F -2.2250 0.0528 -6.8076
H -2.8233 -3.1144 4.6356
N -0.8323 0.0751 -2.1088
C -0.3911 -1.9415 5.1540
C 6.2876 1.9103 -1.8587
H -1.3762 5.2866 4.5785
O -2.7783 -0.0045 1.0436
H 0.9469 -5.7667 -0.1859
F -1.2656 -1.8788 -6.6247
C -1.0287 -0.3648 -4.8368
C -1.2201 2.3385 2.0891
N 0.8805 -0.2267 0.4746
C 1.3277 1.7563 -0.6476
H 2.9920 4.4563 -3.2553
O -0.7074 -0.6743 2.3705
C 4.0291 1.1177 -1.0028
H 0.5520 4.3274 0.3214
C 1.8611 -3.6303 1.2203
H 2.3016 5.9181 -2.5509
C 0.9913 -1.4235 0.9486
C 1.3626 4.8238 -0.2187
H -3.1506 5.6222 0.4629
C -0.5919 3.3282 4.1943
H -1.1232 -4.5013 5.6364
C 1.0253 -3.7449 2.4304
C -4.0320 4.5850 -1.1637
H 4.2250 -6.0796 1.6418
H -0.6993 -5.2199 4.0860
H 3.6099 5.0934 -1.7154
H 4.3393 -4.3811 2.1205
C 1.8647 -2.4765 0.5288
C -0.5465 2.2615 3.3019
H 1.1235 -4.6632 2.9917
H 0.6602 -1.9996 5.4458
C 3.4733 2.3293 -1.4321
C 3.1893 0.2144 -0.3796
H 7.2027 0.3314 0.1108
C -5.0478 3.1839 -2.9414
O -1.5809 -1.9074 -0.1746
H 3.5883 -0.6912 0.0528
C -1.1513 -0.5830 -6.3272
H -5.5346 4.0597 -3.3546
C 2.7098 4.9348 -2.3138
C -4.2328 3.3363 -1.7960
C 0.3708 4.1250 -2.4070
O 0.0160 1.9342 -0.3681
C 5.5154 0.7863 -1.1659
H -2.5270 -3.6717 -0.1241
H 7.3355 1.6221 -1.9486
C -5.2301 1.9534 -3.5015
C -2.2151 -2.9562 3.7435
H -1.4758 1.7376 -4.9603
H -0.5236 -2.3993 -4.3671
C 5.6493 -0.4898 -2.0120
C -2.5531 -2.5959 0.1092
C -1.3227 4.4633 3.8781
C -1.2292 0.9018 -4.3189
C 2.6600 -4.8483 0.8064
H -5.0108 0.6568 2.2405
Cl -7.3179 -3.5982 1.8058
H 3.1385 -5.4418 2.8716
H 1.0675 5.8613 -0.3986

Results of the Löwdin charge analysis, in e, for atoms 1 through 4: H 0.072; H 0.051; H 0.096; H 0.093



Formula: C41H49BF3N6O2PZn
Source: the OMol25 dataset
Level of theory: wB97M-V/def2-TZVPD

Computed properties:
frontier orbital gap: 0.3153 hartree

Atoms and positions in Å:
C -0.5745 -3.1273 -0.1151
C -2.2555 -1.0124 5.0451
C 0.6424 1.2148 2.8711
H -5.3377 0.4791 1.0029
C 5.7570 0.7368 -0.2867
H -2.7048 0.3499 2.5547
H -0.6222 1.1804 -5.2081
C -4.4309 2.2971 -1.0962
H -2.7732 0.8591 5.9626
C 3.4011 -4.3099 -0.7416
H 3.2443 3.9514 -3.4586
C -1.1535 3.4459 -0.3021
H -1.0941 2.1509 4.6921
H -0.4165 2.8385 -0.8312
C 0.6004 -5.1990 -0.9122
H 3.2491 4.2867 3.1112
H 1.4106 2.7220 4.3151
H -2.3690 -1.7749 1.3064
H 5.6709 1.3511 -1.1844
C 2.2446 2.3759 -2.4557
H 3.8195 -6.4520 -0.8037
H -4.9709 2.4261 -0.1616
F 0.7973 -4.3761 -2.0332
C 4.6203 -0.2231 -0.1674
O -1.5509 -3.4014 -0.7838
C 2.2203 2.6396 2.2655
H -5.1688 2.1655 -1.8913
H 0.1645 -1.4301 2.7166
C -0.7167 0.1707 -4.8269
C 0.3979 -4.2723 0.2918
H 3.1258 4.3545 1.3483
C 3.0142 -5.7256 -0.7811
C 3.2468 3.4808 -2.4773
H -2.0827 1.7246 -2.6237
C -4.6965 0.7198 1.8530
H -2.3304 -2.7353 -5.4574
C -3.2785 0.1861 1.6403
H 3.6282 2.3905 -0.0876
H -0.3442 -5.7184 -1.0665
F 2.1716 -4.7426 1.8054
C -3.4939 1.0882 -1.0916
C -0.4799 -0.9302 3.4268
H -2.0524 -0.4556 -6.3772
F -0.2790 -5.0142 1.2601
C 2.7899 -3.3715 -0.0132
O -0.2638 -1.9859 0.3837
H 4.2568 -4.0211 -1.3431
H 5.5059 -2.2336 -0.2568
H -3.6795 3.8055 1.0201
H -0.6418 4.3321 0.0807
N 1.8946 1.7172 -1.3326
C -1.4271 -1.6536 4.1353
H 5.8095 1.4083 0.5710
H 4.2688 3.2517 2.1064
C -0.1801 -1.4848 -3.1659
C -2.8055 3.5481 1.6162
B 2.7506 1.5838 -0.0455
N 0.9483 0.9525 1.6009
N 2.5153 -0.9181 0.0792
H -4.1026 0.1917 -0.9324
C -1.1834 1.0811 4.5449
C -1.6841 -2.0252 -4.9575
H 3.0174 4.2390 -1.7288
H -3.5544 0.9759 -3.2482
Zn 0.1222 -0.1406 0.0208
H -1.1140 -3.3884 -3.3901
C 1.6842 -3.7511 0.9493
H 6.6923 0.1833 -0.3449
H 0.3775 -1.7908 -2.2897
H -4.7446 1.7923 2.0251
H -3.8780 -1.5380 0.4431
H -1.5173 -2.7196 3.9697
C 1.4114 2.2900 3.3290
N 0.9755 0.7574 -1.6333
C 4.6406 -1.5971 -0.1839
C -3.3526 -1.3206 1.3763
H -3.8914 3.2199 -1.3096
C -1.5286 -0.7442 -5.4747
C 3.2756 3.6917 2.2003
C -1.0063 -2.3970 -3.8060
C -2.8141 0.9324 -2.4457
H -1.8936 3.7832 -1.0285
C -0.0513 -0.1896 -3.6567
H -2.3172 4.4835 1.9034
H 1.6136 2.1003 -4.5471
C -1.8002 2.6833 0.8595
H -2.3025 -0.0250 -2.5147
H -3.1394 3.0623 2.5328
N 3.3338 0.1609 -0.0067
C 0.7814 0.7918 -2.9509
C -0.3588 0.4428 3.6192
H 1.4295 -2.9013 1.5754
H -3.9058 -1.8030 2.1855
H -0.9972 2.4618 1.5669
H -5.1250 0.2226 2.7266
H 4.2529 3.1119 -2.2764
C 3.2956 -1.9879 -0.0304
P -2.2662 0.9752 0.3006
C 1.7561 -6.1509 -0.8129
C 1.5435 1.8273 -3.5082
C -2.1294 0.3562 5.2524
H -2.9961 -1.5775 5.5963
H 1.5368 -7.2105 -0.8199
N 1.9223 1.8242 1.2368

Results of the Löwdin charge analysis, in e, for atoms 1 through 4: C -0.556; C -0.079; C -0.251; H 0.076



Formula: C7H4AlN2O4
Source: the OMol25 dataset
Level of theory: wB97M-V/def2-TZVPD

Computed properties:
total charge: +3
frontier orbital gap: 0.2132 hartree

Atoms and positions in Å:
O -1.5027 4.6231 -1.6823
O -0.4743 -0.0232 -4.4960
C -0.3675 -0.1053 -3.3456
N 0.0234 0.0174 0.6356
H 0.3201 -1.9999 1.1920
H 0.9324 -1.1991 3.4296
H -0.1137 2.1730 0.8713
C 0.1262 1.2468 1.3557
C 0.5198 0.8362 2.6342
C -1.9537 -1.9116 -1.0585
O 3.1131 -1.8702 -1.6066
C 1.9613 -1.6922 -1.5555
N 0.3412 -0.9981 1.4735
C 0.6555 -0.5342 2.6861
C -1.3284 3.5194 -1.7319
Al 0.0759 -1.2530 -1.2298
H 0.6927 1.5523 3.4132
O -3.0216 -2.3816 -0.9850

Results of the natural (NBO) charge analysis, in e, for atoms 1 through 4: O -0.394; O -0.201; C 0.519; N -0.493



Formula: C3H10NO4
Source: the OMol25 dataset
Level of theory: wB97M-V/def2-TZVPD

Computed properties:
2S+1: 2
frontier orbital gap (spin up / spin down): 0.1296 / 0.4098 hartree
<S²>: 0.75

Atoms and positions in Å:
H -0.9417 1.8381 0.9540
H -0.8295 0.5837 -1.0216
H -1.2521 -2.6609 0.7004
H 0.9455 -0.4709 -0.8056
H -0.6979 0.0952 -2.7963
O -0.4382 -1.9339 0.7247
O -0.5281 -0.8552 -2.4559
O -1.4408 -0.4291 2.1755
O -0.2101 1.3329 -0.8109
H 0.3547 2.5276 0.7355
H -1.4954 -1.3114 -2.6167
H 1.8944 0.8254 -0.3819
H 2.2174 -0.8403 0.2053
C -0.6098 -0.7708 1.4148
H 0.9983 0.4402 2.2850
N 1.4749 -0.1606 -0.0019
C 0.5611 0.2639 1.1520
C -0.0027 1.5262 0.5435

Results of the natural (NBO) charge analysis, in e, for atoms 1 through 4: H 0.203; H 0.473; H 0.499; H 0.446



Formula: C37H32FN7O4Pd
Source: the OMol25 dataset
Level of theory: wB97M-V/def2-TZVPD

Computed properties:
2S+1: 3
total charge: +2
frontier orbital gap (spin up / spin down): 0.2337 / 0.2055 hartree
<S²>: 2.01

Atoms and positions in Å:
C -18.6999 7.8614 -11.2022
H -10.8662 16.4369 -17.0252
H -21.7721 4.2124 -9.0770
C -12.7442 17.9873 -13.8190
C -12.1095 17.2702 -14.8306
N -16.9026 10.0639 -11.9094
O -20.1188 5.1976 -9.1146
C -19.3381 6.1767 -9.6296
C -15.8273 10.8919 -11.9796
C -16.1256 13.3979 -14.7367
H -13.0308 20.2323 -21.4554
Pd -12.0969 14.6012 -13.2410
H -9.2769 21.2060 -21.8646
N -11.6117 20.0190 -19.8111
C -11.5303 13.0173 -10.5533
C -14.8986 13.9840 -14.5527
H -13.7875 19.6926 -13.2337
H -11.0581 12.0065 -8.7925
H -12.8593 20.9251 -17.6572
C -12.4139 19.9432 -17.5130
H -14.1706 21.3657 -14.1888
C -12.3594 22.1514 -20.7350
C -17.2853 7.4046 -9.3662
H -14.6889 21.4329 -17.2446
C -14.9012 10.6069 -10.9930
H -14.5706 14.7950 -15.2098
H -10.6400 23.0612 -21.4305
C -12.5037 19.3135 -16.2745
H -17.3945 11.7633 -14.0059
C -21.3362 4.8887 -9.7838
C -10.4474 19.8126 -20.6380
O -11.6316 16.1114 -14.7905
C -12.8214 11.1851 -9.6993
H -13.0085 10.4350 -8.9515
H -10.4221 22.3205 -19.9214
N -15.4380 9.5165 -10.3515
C -12.7109 20.6728 -20.4780
H -16.3001 7.5575 -8.8822
C -11.9649 18.0165 -16.1081
C -16.6418 9.2376 -10.9473
C -15.5683 11.9850 -12.8898
C -12.9763 17.4660 -12.4285
C -10.2997 21.0184 -21.5567
F -10.6374 17.4368 -19.4317
H -10.6500 13.6644 -10.4720
C -14.3455 12.6455 -12.7612
H -13.6234 20.6396 -19.8830
O -12.6724 16.2219 -12.1378
N -14.0532 13.6782 -13.5903
H -20.4746 6.7250 -11.3988
H -10.8745 20.9111 -22.4780
C -11.7601 19.3414 -18.5846
N -13.1672 19.9123 -15.2301
C -13.7064 11.3590 -10.7710
C -13.2606 19.2187 -14.0732
H -12.6565 22.7607 -19.8856
C -13.7956 21.2543 -15.1631
C -11.7826 12.0596 -9.5710
H -17.9034 5.8473 -8.0682
C -14.5748 21.9042 -16.2712
C -18.1681 6.4347 -8.9175
N -12.3172 13.1924 -11.5941
C -11.3161 17.4057 -17.1906
C -13.4374 12.3805 -11.6881
H -12.3701 22.3969 -16.4274
H -16.7957 13.6550 -15.5314
O -13.4166 18.2268 -11.5774
H -15.4819 22.4347 -15.9800
N -10.8564 22.2186 -20.8657
H -21.9474 5.7626 -9.8832
H -13.2150 23.3656 -15.1875
H -10.4470 18.9316 -21.2837
C -19.6094 6.8876 -10.7753
C -11.2135 18.0821 -18.3737
H -9.5797 19.7128 -19.9315
H -15.1098 9.0524 -9.5380
H -18.8791 8.3329 -12.1559
C -17.5419 8.1466 -10.5131
C -16.4547 12.3346 -13.9371
H -21.1513 4.4495 -10.7686
H -12.8234 22.5489 -21.6288
C -13.2373 22.4841 -15.8144

Results of the Löwdin charge analysis, in e, for atoms 1 through 4: C -0.013; H 0.142; H 0.094; C -0.045



Formula: C4H14NO3
Source: the OMol25 dataset
Level of theory: wB97M-V/def2-TZVPD

Computed properties:
total charge: +1
frontier orbital gap: 0.4039 hartree

Atoms and positions in Å:
C 1.2741 0.2141 1.8336
O 1.0445 1.2949 -1.7226
C -1.7541 -2.1837 0.1277
H 1.8303 -1.6287 0.7934
H 0.4742 1.9918 -1.4118
H -1.5695 2.8612 -0.0771
H -1.3784 -0.6527 -1.6578
H 0.7610 -0.1153 -1.1129
H -2.7368 -2.0444 0.5192
H 0.8725 -1.8094 -1.0612
H 2.2269 0.6399 1.4739
C -1.0895 -0.9067 -0.4985
H 0.2082 -1.4975 1.6330
H 0.3419 0.8768 1.9108
H -0.6585 3.8421 -0.9551
C 0.8965 -1.0116 0.8841
H -1.4580 0.1099 0.1504
H 1.5351 -0.2291 2.8403
H 0.8696 1.5320 -2.6635
O -1.2999 -3.2941 0.1284
N 0.3932 -0.9969 -0.5702
O -0.7833 3.0073 -0.5639

Results of the natural (NBO) charge analysis, in e, for atoms 1 through 4: C -0.621; O -0.944; C 0.408; H 0.221



Formula: C2H3Br2F
Source: the OMol25 dataset
Level of theory: wB97M-V/def2-TZVPD

Computed properties:
SMILES string: CC(F)(Br)Br
frontier orbital gap: 0.3744 hartree

Atoms and positions in Å:
C -0.4523 0.0829 -0.3997
C 0.6232 -0.1559 0.5953
Br -0.0379 1.6140 -1.8361
H 0.4619 -1.0962 1.1415
H 0.4887 0.5756 1.4641
H 1.5455 -0.0610 0.1700
F -1.5395 0.5124 0.2166
Br -1.0896 -1.4716 -1.3518

Results of the natural (NBO) charge analysis, in e, for atoms 1 through 4: C 0.335; C -0.713; Br -0.069; H 0.248



Formula: C12H24O19S4
Source: the OMol25 dataset
Level of theory: wB97M-V/def2-TZVPD

Computed properties:
2S+1: 2
total charge: +1
frontier orbital gap (spin up / spin down): 0.3015 / 0.0534 hartree
<S²>: 0.76

Atoms and positions in Å:
H 0.7375 -0.2046 -0.2612
S 1.8494 -2.2999 -3.3310
H 1.8064 8.0384 -1.0807
C 3.6014 3.1110 1.5200
O -5.6317 -7.0186 1.5143
H 1.1000 -2.4206 1.2364
O -0.9161 -2.8568 1.0778
C 0.1194 -0.8032 0.4079
H -0.4593 -0.5191 -4.4009
O -3.0360 -2.5658 -0.3662
O 0.6039 -3.2802 -3.8336
H 0.5195 3.9761 1.7501
C -4.1271 -4.8277 2.7676
C -0.4447 3.6124 -0.1829
H 0.3448 3.2193 -0.8234
S -4.4806 -7.1489 2.4336
C -2.8543 -5.1948 1.9397
C -0.2175 3.3091 1.3029
O 0.6397 -1.3047 -2.7738
O -4.3110 -8.4621 3.0983
H -4.8652 -4.4804 2.0447
O -1.2965 -0.7598 0.1517
H -1.3581 3.1263 -0.5254
H 0.0317 2.2479 1.3074
S -2.2705 -1.9301 0.6900
H 3.0215 4.0247 1.3902
S 3.4871 0.8524 0.3771
H -3.8631 -4.1612 3.5886
O 1.7905 5.5213 -0.3192
H -2.7343 -4.6623 0.9963
C 0.2269 -2.2831 0.5985
H 5.6404 3.3054 0.9236
O 3.7494 -0.1957 1.3944
H 0.4371 9.0328 -1.1906
H 0.3803 -0.2890 1.3329
O 2.7026 2.1912 1.0124
C 4.7223 2.9450 0.4596
H 3.7574 2.9691 2.5894
H 4.5217 3.6618 -0.3367
O -3.0095 -6.6068 1.8668
C 0.8128 8.1637 -0.6505
H -0.6372 -2.6579 -5.2713
O 0.1746 7.0010 -1.0118
O -2.9550 -1.5255 1.9000
O -4.5575 -5.9362 3.4254
O 4.9172 1.6276 0.1073
H -1.3578 -1.0883 -2.9707
O 2.6270 -2.9385 -2.2417
O -0.5015 5.0132 -0.5822
O 2.4850 -1.6682 -4.4677
O 2.9072 0.4697 -0.9107
H 0.4117 -2.7188 -0.3833
H -2.0431 -5.1260 2.6645
C 0.5924 5.8801 -0.6716
C -0.4798 -1.2530 -3.5953
H -1.1297 3.3113 1.8995
H -1.4983 -3.1590 -3.8188
H 0.9350 8.3644 0.4138
C -0.6183 -2.6281 -4.1818

Results of the natural (NBO) charge analysis, in e, for atoms 1 through 4: H 0.272; S 2.465; H 0.200; C -0.109



What calculated total energy values result from the calculations? In sequence: -93891.9589; -122889.0181; -25053.7298; -12947.9517; -63692.5473; -11999.1973; -144924.4591; -95057.8157 eV.